A structure of composition C10H23Br2MgNO4PS. Source: the OMol25 dataset; level of theory: ωB97M-V with the def2-TZVPD basis set.

XYZ file:
```
43
Properties=species:S:1:pos:R:3:forces:R:3
C -0.726343 -3.434025 -1.124929 -0.515 -1.435 -0.476
C -1.360784 -3.194596 0.227567 0.320 1.329 0.856
Br -2.487646 -4.666600 0.886584 0.806 0.654 -0.919
C -1.215876 -2.069208 0.980852 -1.339 -2.341 0.128
Br -2.194588 -2.078493 2.706328 0.903 0.623 -0.892
P -0.196264 -0.465832 0.725610 0.675 0.646 0.611
C 1.467819 -1.444169 0.948960 0.605 -0.952 -0.125
N -0.128016 -0.525887 -1.051291 0.145 -0.777 -0.625
C -1.910450 0.510341 0.520984 -2.056 -0.132 -0.486
C -3.051651 -0.277504 -0.193502 -0.637 1.323 -0.345
C -4.021695 0.819006 -0.820700 -0.014 -0.537 0.927
O -3.873947 0.958405 -2.218539 -0.318 0.051 0.235
C 0.733899 1.262876 0.687155 0.437 1.121 0.863
C 1.939751 1.436092 1.664485 -0.079 1.245 -0.996
C 3.356337 1.313658 1.006804 -0.523 -0.012 1.595
S 3.532228 2.332754 -0.478464 2.189 -0.208 0.718
O 4.962284 2.598578 -0.765415 -2.871 -0.532 -0.045
O 2.740469 3.611400 -0.471426 0.616 -2.211 -0.815
O 3.035138 1.371586 -1.746423 0.412 1.575 1.045
H 0.105590 -2.810282 -1.442947 -0.299 0.221 0.574
H -1.507582 -3.361234 -1.911423 0.360 0.024 0.411
H -0.363017 -4.480146 -1.174895 -0.281 0.418 0.128
H -0.247653 -0.293649 2.174790 -0.129 -0.088 -0.181
H 2.202785 -1.203308 0.158356 -0.272 0.089 0.424
H 1.294247 -2.535451 0.883874 -0.260 0.643 -0.200
H 1.871547 -1.316452 1.969535 -0.205 0.373 -0.578
H 0.812381 -0.588240 -1.425449 -0.024 -0.157 0.099
H -0.600800 0.209251 -1.555018 -0.218 0.048 0.176
H -1.780612 1.419986 -0.100317 0.591 -0.373 0.590
H -2.239736 0.761707 1.547734 0.481 -0.006 -0.453
H -3.691593 -0.863069 0.481429 0.737 -0.096 -0.078
H -2.724402 -0.882031 -1.052933 0.026 0.012 0.502
H -3.894870 1.773842 -0.266228 -0.018 -0.240 -0.453
H -5.062488 0.505680 -0.623791 0.426 0.084 -0.355
H -2.954410 1.115974 -2.426095 0.285 0.111 -0.078
H 0.968470 1.489313 -0.372973 0.086 -0.188 0.586
H 0.028358 2.061635 0.997356 0.121 -0.634 -0.186
H 1.916853 2.480397 2.041861 -0.065 -0.538 -0.101
H 1.869403 0.825705 2.583523 0.143 -0.111 -0.625
H 3.695898 0.277460 0.843678 -0.169 0.533 -0.709
H 4.069537 1.744774 1.740977 -0.049 0.065 -0.769
H 2.180460 1.697139 -2.087532 -0.334 -0.447 0.279
Mg 3.450971 3.912618 -2.468154 0.309 0.826 -0.261
```
Positions in Å, forces in eV/Å.

As for the lowest unoccupied orbital energy: -7.71 eV. The value obtained for the frontier orbital gap is 2.122 eV. Its energy is -6837.6214 Eh. The HOMO energy comes out at -0.3612 Ha. The total charge is +1. As for the energy above the lowest of the compared OMol25 structures with the same formula, charge and spin: 1.589 eV. The value obtained for the strongest force on any atom is 2.920 eV/Å.